34
Properties=species:S:1:pos:R:3:forces:R:3:mulliken_charge:R:1 method="wB97M-V/def2-TZVPD" homo_energy_ev="-11.882 / -11.866" gap_ev="8.18 / 4.51" e_lumo_ev="-3.70 / -7.36" total_charge=+1 spin_multiplicity=2
C -1.516028 0.194231 -2.405358 1.48 0.61 -0.50 -1.274
H 0.332065 -3.525059 3.319975 -0.66 0.19 0.51 0.410
H -2.525316 0.565983 -2.493653 -0.37 -0.43 0.13 0.397
C 1.336317 -1.711187 0.990470 -0.52 1.06 -1.39 -0.735
C 0.058814 -3.432002 2.270206 -0.33 0.55 -0.07 -0.684
H 1.308537 0.503007 -2.767354 -0.25 -0.46 0.23 0.449
H -1.177785 -0.225148 -3.356516 -0.39 -0.12 -0.07 0.345
H -1.900520 -4.410262 2.643652 -0.22 -0.02 -0.11 0.280
C -0.201395 0.310105 2.013591 -1.77 0.50 0.49 -0.440
H 2.479434 -0.252444 -0.049329 -0.20 0.16 -0.36 0.459
H 1.798151 -2.438127 0.355839 0.36 -1.00 0.54 0.359
H -0.838849 4.689313 -1.574508 -0.12 -0.11 0.83 0.432
H 0.812803 -4.087997 1.837819 -0.17 0.10 -0.52 0.405
H 1.549686 4.582770 -1.479943 0.38 -0.08 -0.30 0.446
C 1.548974 2.425310 -1.944851 1.02 -0.67 -1.26 -0.394
H 2.605513 2.208751 -2.065691 0.27 0.69 0.18 0.466
H 1.861306 2.149229 0.634872 0.02 -0.07 -0.75 0.455
H -1.991700 -3.026433 1.451983 -0.18 0.43 0.83 0.414
C -0.376169 3.705225 -1.579831 -0.26 1.06 -0.82 -0.270
C -0.533802 -0.953574 2.398786 1.26 0.44 -0.82 -0.284
C -1.398530 -3.831452 1.880736 1.13 -0.45 -1.06 -1.153
C 0.838298 0.623096 1.122337 0.46 -0.68 -1.29 0.204
C 1.010373 3.674907 -1.700449 -0.96 -0.69 0.47 -0.821
C 0.257422 -2.013345 1.867240 0.77 -0.74 0.53 0.574
H -1.354474 -0.590569 -1.670476 -0.41 -0.03 0.24 0.218
O 0.947409 1.826357 0.610171 -0.11 0.49 2.01 -0.368
C 1.620968 -0.441014 0.576709 0.28 -0.11 1.49 -0.211
C -1.188785 2.583396 -1.718166 1.46 -0.45 1.22 -0.581
C 0.778266 1.316199 -2.293447 -0.33 1.13 -0.11 -0.704
H -1.344644 -1.061285 3.090023 -0.22 -0.51 0.18 0.491
H -0.858863 1.098523 2.362462 0.35 0.30 -0.04 0.426
H -2.101298 2.538884 -1.132796 -0.70 0.30 -1.07 0.332
H -1.234334 -4.383356 0.949392 -0.36 -0.69 0.39 0.350
C -0.601845 1.387969 -2.143893 -0.72 -0.71 0.26 1.006


46
Properties=species:S:1:pos:R:3:forces:R:3:mulliken_charge:R:1 method="wB97M-V/def2-TZVPD" homo_energy_ev=-6.863 gap_ev=8.52 e_lumo_ev=1.66 total_charge=-1
H -3.011592 0.423799 -1.404110 1.47 0.72 1.41 0.193
O 0.743067 0.239081 -0.128413 0.44 -1.62 -0.62 -0.534
C -2.335503 0.887321 -0.574704 -0.51 0.35 0.69 -0.566
C 5.154538 -1.264116 -0.171873 -0.35 0.50 0.03 -0.481
C -3.090129 4.968070 2.539888 1.92 2.19 1.92 0.485
H 5.674781 -0.509372 -0.894811 -1.07 -1.02 1.59 0.303
H 6.028007 -1.879046 0.289686 -1.77 0.99 -0.63 0.306
H 0.809466 0.134683 0.852206 -0.15 -0.46 -0.97 0.410
H -1.710677 -3.277500 -1.418464 -0.46 1.97 0.35 0.332
C 3.641756 0.401773 1.661172 3.46 -5.46 -2.55 -0.341
B -4.320281 6.144395 1.051238 -0.93 1.96 -1.26 0.596
C -3.887842 4.036940 1.746960 -1.90 -2.07 -1.87 0.790
C 0.095374 -0.613532 -2.334721 -0.97 1.34 -3.32 -0.484
H 2.900765 -0.364025 -1.380964 -0.63 -1.75 0.26 0.375
O -2.320007 4.672746 3.427276 -0.46 -0.08 -0.51 -0.625
C -1.054956 -1.468550 -0.079537 -1.87 -0.11 0.08 0.519
P 1.840231 -2.880894 0.958398 -1.84 1.93 3.74 0.299
H -2.441841 -1.583694 -1.965165 0.98 -1.14 1.40 0.274
C 2.785489 -1.499638 -1.503253 1.00 -0.63 -1.13 -0.634
N 0.721110 -4.316438 -2.442947 1.93 5.74 4.74 -0.603
O 1.539165 -1.938066 2.151285 0.50 -1.51 -2.78 -0.626
C -1.903314 -0.198927 0.537141 -0.13 -0.32 -0.36 -0.765
H -1.399915 1.405692 -1.020849 -1.77 -0.84 0.66 0.149
F -3.765764 6.696846 -0.155796 -0.56 -0.50 1.14 -0.374
C 1.021783 -3.389342 -1.697976 -0.91 -3.28 -2.71 -0.274
H 3.043026 0.825174 2.558397 1.37 -0.88 -2.21 0.352
C 0.332307 -1.000715 -0.763834 -1.12 0.63 0.17 0.694
N -0.134880 -0.278825 -3.479338 1.41 -2.01 6.44 -0.638
O -3.898176 2.829776 1.858869 0.16 0.55 0.08 -0.656
H 4.139365 -3.281202 -0.796049 -0.04 1.90 -0.50 0.325
H -1.343708 0.275079 1.437370 -0.98 -0.67 -1.69 0.248
C 4.208393 -2.181899 -1.152171 0.82 0.16 -0.63 -0.636
H -0.911794 -2.184214 0.832886 0.37 1.25 -1.71 0.234
F -5.515801 6.856482 1.417131 1.12 -0.65 -0.38 -0.380
C -2.079661 -2.230851 -1.078161 -0.67 -0.55 0.59 -1.280
O -3.333590 6.216229 2.141792 0.08 -0.95 0.19 -0.408
H 2.616181 -1.680502 -2.644278 0.15 0.37 2.11 0.500
C 1.500387 -2.143300 -0.754461 0.06 -0.49 -2.33 0.976
H -3.038475 -2.442516 -0.444665 1.71 0.38 -1.08 0.384
C 4.335853 -0.484494 0.958196 -2.89 4.65 2.33 -0.129
H 4.800330 -2.227762 -2.158171 -1.04 -0.02 1.83 0.300
H 0.931562 -4.011944 1.094900 0.87 0.51 -0.74 0.128
H -2.878995 -0.655410 0.958224 1.64 0.65 -0.55 0.372
O -4.619297 4.714486 0.863886 0.59 -0.48 0.69 -0.427
H -3.026215 1.666376 -0.032099 1.53 -1.33 -1.05 0.166
H 3.159485 -3.408162 1.139896 -0.56 0.08 -0.86 0.150


39
Properties=species:S:1:pos:R:3:forces:R:3:mulliken_charge:R:1 method="wB97M-V/def2-TZVPD" homo_energy_ev=-9.113 gap_ev=8.28 e_lumo_ev=-0.84
O -2.955531 -1.333646 -1.987376 -0.02 0.59 0.03 -0.645
C -3.351090 0.867745 -0.409817 -6.79 -12.17 -1.44 -0.848
C -1.808953 2.609621 -0.461634 3.56 3.55 -2.76 -0.733
H -1.429521 -2.816225 0.543526 0.99 1.15 -3.22 0.292
C 4.322770 -0.135478 1.073431 -0.70 -1.97 3.68 -0.424
H 0.373725 0.397237 1.247797 -0.74 0.20 -0.43 0.084
H 0.450037 2.248136 -0.461699 -2.21 -0.95 -0.20 0.301
C -2.289771 -1.234765 -0.978052 2.20 -2.89 1.90 0.816
H -3.661089 0.676534 -1.514726 0.83 0.92 1.89 0.309
H 2.443970 -1.924608 -1.863377 -0.54 -0.79 -1.23 0.502
H -1.558871 3.672807 0.001435 -0.41 -2.32 -0.58 0.278
N -2.416311 -0.283851 -0.003120 -2.74 3.05 -1.98 0.106
N 0.290877 -1.726814 -0.601025 -5.42 -4.60 2.98 -0.124
H -1.385812 -0.842836 1.477799 -0.36 0.79 1.35 0.425
C -0.580089 0.871822 0.949462 2.62 7.43 1.17 -0.066
C 4.872059 -0.339923 -0.253424 5.70 6.04 10.92 0.072
H -0.705059 1.929125 1.843644 0.99 -2.76 -2.51 0.318
H -1.868910 2.877173 -1.608853 -0.57 -0.44 1.97 0.296
H 4.773340 -0.748755 -2.126775 -0.23 -0.67 -0.73 0.383
C -1.779406 0.191808 1.245302 2.84 -9.11 -3.74 -1.355
H 0.493772 -1.485994 -1.488076 1.64 1.22 -3.06 0.211
C 1.128518 -1.848187 0.477695 -13.15 -4.85 5.25 0.347
H -3.893472 2.793373 -0.230024 1.61 -1.59 0.36 0.279
H -3.124653 2.377027 1.270909 0.49 -1.93 -2.68 0.260
C 2.267791 -1.348361 0.326688 14.75 3.40 -5.68 0.695
O 0.685489 -2.228081 1.668924 1.36 1.01 -4.53 -0.672
C 4.277137 -0.849678 -1.181844 -7.68 -5.98 -8.46 -0.213
H -1.439851 -3.250335 -1.077086 -1.81 -9.71 -6.86 0.966
H -2.403101 0.476323 1.952819 -3.07 1.44 2.72 0.701
H -4.428794 0.554129 0.271467 2.49 0.58 -2.25 0.181
C -3.023354 2.021404 0.082961 -1.27 12.72 4.49 -0.144
C 3.072328 -0.792713 1.359395 1.09 1.73 -2.37 -0.582
H 4.840858 0.212650 2.220640 -1.01 -0.65 -4.37 0.211
H -0.582894 1.057962 -1.322755 -0.06 -1.05 -0.75 0.394
C -1.194565 -2.497947 -0.661703 2.49 13.76 11.11 -1.390
H 2.540705 -0.684766 2.271615 0.15 0.01 1.01 0.498
C -0.582570 1.664137 -0.459034 2.24 1.47 3.57 -0.742
C 2.945266 -1.513998 -1.050658 1.70 3.68 5.29 -0.783
Br 6.685015 0.387939 -0.544461 -0.98 -0.30 0.18 -0.206


37
Properties=species:S:1:pos:R:3:forces:R:3:mulliken_charge:R:1 method="wB97M-V/def2-TZVPD" homo_energy_ev=-15.209 gap_ev=5.32 e_lumo_ev=-9.89 total_charge=+2
C -0.569564 0.011152 -2.227267 -0.50 -0.40 -0.52 -0.369
H 7.429969 -4.102605 -0.089174 -0.36 0.22 0.00 0.347
C 7.127910 -1.652007 1.110001 -0.31 0.08 -0.04 -1.342
C 0.133001 2.276063 -0.459812 -0.06 0.66 0.59 -0.322
C 0.370133 -1.938096 -1.412799 -0.54 0.16 -0.01 -0.444
C -1.638295 -0.782268 -1.653443 0.32 -0.32 -1.54 -0.781
Hf -0.297358 0.059760 0.092292 1.31 -1.95 0.87 0.869
C -1.042622 -2.003097 -1.169973 0.33 0.37 0.44 -0.593
H -1.705879 2.730272 0.776173 0.39 -0.29 0.03 0.703
H 7.118693 -0.616500 -1.434654 0.01 -0.22 -0.07 0.372
H -2.710801 -0.597557 -1.819604 0.65 -0.09 0.29 0.701
H 6.592674 -2.100121 -2.290343 0.14 0.13 0.14 0.369
H -0.666618 0.930398 -2.809410 -0.14 -0.46 0.26 0.579
C 1.424816 1.788055 -0.088715 -0.54 0.43 0.51 -0.228
H -0.222362 1.677704 2.863503 0.14 0.15 -0.56 0.473
C 1.411263 1.504316 1.313305 -0.84 0.44 -0.21 -0.441
H 5.877354 -4.137323 -0.965088 0.10 0.02 0.21 0.368
H 5.899882 -4.091069 0.825854 0.09 0.01 -0.22 0.372
H 1.109120 -2.724546 -1.231346 -0.33 0.32 0.18 0.532
C 0.655257 -0.704842 -2.062191 -0.48 -0.05 -0.14 -0.210
Cl 4.696516 -1.599396 -0.122363 -0.68 0.25 0.00 -0.222
H 2.281615 1.202049 1.893801 -0.31 -0.15 -0.09 0.532
C 0.102194 1.808563 1.821219 0.08 -0.45 -0.62 -0.546
H 8.140947 -2.076958 -1.406454 -0.40 0.10 0.08 0.349
H -1.570726 -2.832768 -0.669683 0.30 0.53 -0.40 0.467
O -3.669554 0.484554 0.775804 5.52 -0.93 -0.69 -0.160
H 6.639981 -1.997713 2.029214 0.13 0.12 -0.15 0.371
H -0.102870 2.678542 -1.441258 -0.10 -0.05 0.36 0.571
C -0.722535 2.255684 0.712013 1.33 1.37 -0.04 -0.810
H 1.607309 -0.428336 -2.510633 -0.14 0.05 0.37 0.583
H 8.168070 -2.015870 1.110973 -0.40 0.09 -0.08 0.348
C -2.531298 0.296982 0.617177 -6.06 0.87 0.94 0.297
C 6.392213 -3.732011 -0.085872 -0.28 0.15 0.00 -1.349
C 6.391876 -2.195746 -0.124633 2.07 -0.73 -0.01 1.019
C 7.101063 -1.712408 -1.399470 -0.30 0.08 0.05 -1.358
H 2.304479 1.793564 -0.721068 -0.14 -0.26 -0.02 0.585
H 7.145219 -0.555705 1.093428 0.01 -0.22 0.07 0.368


41
Properties=species:S:1:pos:R:3:forces:R:3:mulliken_charge:R:1 method="wB97M-V/def2-TZVPD" homo_energy_ev=-7.118 gap_ev=7.66 e_lumo_ev=0.55
C -2.799407 -1.079495 -0.729621 2.65 2.17 4.47 0.168
H 1.916618 0.304198 -0.763109 -0.13 0.93 1.16 0.561
H 0.935916 0.436587 2.162284 -0.55 -0.16 -0.04 0.345
H -4.574005 -0.320551 0.170749 -1.91 1.79 1.76 0.470
C 2.167200 -0.531127 -2.633714 -1.98 0.94 2.09 0.170
C -0.219761 -1.986844 -2.111943 1.36 -0.84 -2.21 0.758
C -1.267749 0.346212 2.563896 1.83 -0.57 1.17 -0.732
C -2.572123 -1.999439 -1.693102 -4.31 -0.28 -2.03 0.663
F 2.997370 0.495914 -2.972235 0.26 -0.98 0.03 -0.296
H -1.848098 1.019675 3.196744 -0.31 -0.28 0.00 0.432
N -3.764930 -2.260713 -2.246066 -1.03 -0.15 -1.47 -1.201
C -4.135932 -0.825456 -0.582732 2.11 -2.27 -3.81 -0.888
H 0.813450 2.681769 5.318649 -0.25 -0.65 -0.96 0.320
C 0.646896 -2.258720 -3.236061 -1.24 0.26 0.94 -0.804
H 2.458102 2.145289 2.459713 1.98 -2.13 -0.84 0.426
H 1.619383 3.507336 1.864553 -0.23 -0.61 1.36 0.255
C -1.729401 -0.593028 0.194640 2.06 0.03 0.83 0.414
H 2.233244 3.352222 3.627840 -0.59 0.02 -0.74 0.332
N 0.534513 2.166153 3.232063 -0.77 1.35 0.97 -0.057
H -6.277505 -2.228727 -2.180399 -2.06 -1.09 -0.72 0.349
H -0.352763 1.455005 4.915522 -2.20 -0.69 0.70 0.393
H 0.408384 -2.959213 -4.048216 -0.47 0.16 0.66 0.237
C 1.741739 -1.486225 -3.512703 0.42 0.13 0.31 -0.581
H -6.665501 -0.692928 -1.370763 0.23 0.08 1.11 0.306
N -1.517960 -2.566503 -2.249210 3.48 -0.59 0.72 -0.205
C 0.570246 1.818420 4.634502 0.84 2.22 -0.30 -1.158
N -2.104151 -0.048666 1.437267 -1.83 0.11 -1.00 -0.116
C 1.755482 2.824887 2.770107 -1.53 2.01 0.39 -0.974
H 2.196065 -1.594099 -4.444443 0.85 -0.19 -1.38 0.441
H -6.017976 -0.680899 -2.972274 0.02 -0.20 0.10 0.309
N -4.690139 -1.500261 -1.626662 2.21 1.99 4.01 0.704
C 0.087827 1.136009 2.331132 0.29 -0.17 -2.31 -0.551
H -1.633479 -3.145533 -3.067141 -0.34 0.22 0.18 0.281
H -0.016774 1.709541 1.382804 -0.06 -0.74 0.20 0.322
H -3.115018 -0.117206 1.723816 1.84 0.01 -0.79 0.212
N -0.437178 -0.637969 -0.032291 -2.00 0.15 1.94 -0.447
C 1.476947 -0.399953 -1.405547 -0.03 -1.51 -1.85 -0.547
C -6.005231 -1.226627 -2.017353 -0.33 -0.92 -2.77 -0.851
C 0.255978 -1.107444 -1.112930 0.32 0.81 -2.04 -0.063
H 1.249783 1.055595 4.837068 1.68 -1.58 0.50 0.432
H -1.017520 -0.607952 3.135861 -0.25 1.23 -0.35 0.167


43
Properties=species:S:1:pos:R:3:forces:R:3:mulliken_charge:R:1 method="wB97M-V/def2-TZVPD" homo_energy_ev=-8.763 gap_ev=9.14 e_lumo_ev=0.38
S 2.300550 1.281093 -1.005829 -0.23 -0.53 -0.20 1.596
H 2.749287 3.189359 0.737489 -0.08 0.21 0.11 0.376
C 2.686178 -0.742493 0.760588 -0.01 -0.46 0.23 0.581
N 1.299380 1.917476 0.124915 0.45 -0.43 -0.76 0.623
H -4.364343 -0.576204 1.477481 -0.05 0.05 -0.10 0.334
H -3.076216 -2.340155 0.193028 0.07 -0.07 0.02 0.304
O 1.740610 1.448074 -2.321655 -0.08 0.03 0.18 -0.786
H 2.055972 1.872326 2.717708 0.01 -0.04 0.09 0.241
H 1.887295 -1.929307 -3.455521 0.06 -0.08 -0.02 0.433
H 1.487609 -3.516274 -1.508049 0.08 0.11 0.17 0.242
C 1.497356 2.760912 2.439780 0.02 -0.03 -0.28 -1.133
H 0.090529 0.197964 1.719481 0.11 -0.04 0.09 0.539
O 2.252021 -4.294440 0.704887 0.02 -0.34 0.12 -0.628
C -0.047056 1.496579 0.031283 -0.50 -0.23 0.04 -1.198
O 3.039588 0.079907 1.569849 0.18 0.09 0.23 -0.623
H 0.253072 -1.715262 -2.822888 -0.08 -0.06 0.03 0.367
H 3.014742 -2.322507 2.040252 -0.08 0.04 -0.18 0.245
C -0.546182 0.563242 0.928275 0.06 0.20 -0.13 -0.280
H -4.376710 -2.388137 -0.998239 -0.03 -0.05 -0.08 0.302
H -5.637898 -0.656039 0.243603 0.15 0.00 0.11 0.322
H 1.293405 -0.299369 -3.074669 -0.06 -0.23 -0.08 0.374
N 1.804788 -2.764793 -0.908340 -0.06 0.04 -0.28 -0.060
N 2.675430 -2.095289 1.111425 0.12 0.00 0.24 -0.048
C 1.792003 -1.480194 -1.384964 0.00 0.12 0.02 0.683
C -1.847771 0.102348 0.824845 -0.32 -0.15 0.07 -0.435
H 1.866238 3.605930 3.014859 -0.01 0.11 0.09 0.431
C 1.691887 3.035896 0.954433 0.38 0.36 0.37 -0.321
H -2.809348 1.847352 -1.892935 -0.07 0.05 -0.10 0.435
O -3.963648 0.201741 -0.402534 0.19 0.21 -0.16 -0.472
C -4.144302 -2.198534 0.046619 0.00 0.43 0.01 -0.996
C -2.671027 0.565581 -0.197423 0.17 0.13 -0.10 0.868
C -4.565582 -0.779700 0.418872 -0.14 -0.41 0.17 -0.432
H -0.473121 2.668619 -1.702523 0.03 0.07 -0.09 0.467
C -0.867841 1.960408 -0.992158 -0.12 -0.04 0.14 -0.189
H 1.129285 3.930709 0.655186 0.12 -0.10 -0.04 0.306
H 0.444085 2.614226 2.668961 -0.09 0.01 0.09 0.284
O 3.631447 1.752399 -0.805044 0.08 0.09 0.34 -0.758
C 1.275220 -1.341649 -2.772418 -0.06 0.16 -0.17 -1.665
C 2.252721 -3.146404 0.342610 -0.06 0.06 -0.04 0.208
H -4.682395 -2.913272 0.662998 -0.04 -0.11 0.07 0.355
H -2.201521 -0.614818 1.548799 -0.07 -0.07 0.03 0.396
C 2.224907 -0.475404 -0.587689 0.10 1.02 -0.30 -0.300
C -2.160627 1.498120 -1.105369 -0.16 -0.09 0.06 -0.987


no.,strongest force on any atom (eV Å⁻¹)
1,2.07
2,7.69
3,17.86
4,6.19
5,5.63
6,1.07